{"formula": "C71H182BrN10O10", "method": "ωB97M-V with the def2-TZVPD basis set", "e_lumo_ev": -13.050, "multiplicity": 1, "homo_energy_ev": -18.083, "homo_lumo_gap_ev": 5.0, "max_force_ev_per_a": 3.2, "total_charge": 9, "total_energy_ev": -181889.086, "symbols": ["C", "C", "N", "C", "C", "C", "C", "C", "O", "C", "H", "H", "H", "H", "H", "H", "H", "H", "H", "H", "H", "H", "H", "H", "H", "H", "H", "H", "H", "H", "C", "C", "N", "C", "C", "C", "C", "C", "O", "C", "H", "H", "H", "H", "H", "H", "H", "H", "H", "H", "H", "H", "H", "H", "H", "H", "H", "H", "H", "H", "C", "C", "N", "C", "C", "C", "C", "C", "O", "C", "H", "H", "H", "H", "H", "H", "H", "H", "H", "H", "H", "H", "H", "H", "H", "H", "H", "H", "H", "H", "C", "C", "N", "C", "C", "C", "C", "C", "O", "C", "H", "H", "H", "H", "H", "H", "H", "H", "H", "H", "H", "H", "H", "H", "H", "H", "H", "H", "H", "H", "C", "C", "N", "C", "C", "C", "C", "C", "O", "C", "H", "H", "H", "H", "H", "H", "H", "H", "H", "H", "H", "H", "H", "H", "H", "H", "H", "H", "H", "H", "C", "C", "N", "C", "C", "C", "C", "C", "O", "C", "H", "H", "H", "H", "H", "H", "H", "H", "H", "H", "H", "H", "H", "H", "H", "H", "H", "H", "H", "H", "C", "C", "N", "C", "C", "C", "C", "C", "O", "C", "H", "H", "H", "H", "H", "H", "H", "H", "H", "H", "H", "H", "H", "H", "H", "H", "H", "H", "H", "H", "C", "N", "C", "C", "C", "C", "O", "H", "H", "H", "H", "H", "H", "H", "H", "H", "H", "H", "H", "H", "H", "C", "N", "C", "C", "C", "C", "O", "H", "H", "H", "H", "H", "H", "H", "H", "H", "H", "H", "H", "H", "H", "C", "N", "C", "C", "C", "C", "O", "H", "H", "H", "H", "H", "H", "H", "H", "H", "H", "H", "H", "H", "H", "Br"], "coordinates": [[-3.626, -9.467, 2.209], [-3.006, -10.199, 3.459], [-1.938, -11.336, 3.043], [-0.774, -10.552, 2.365], [-1.497, -11.951, 4.425], [-0.400, -12.980, 4.308], [-2.455, -12.452, 2.015], [-3.597, -13.357, 2.548], [-4.678, -12.643, 3.013], [-5.709, -13.384, 3.607], [-2.854, -8.974, 1.617], [-4.251, -8.659, 2.589], [-4.190, -10.064, 1.493], [-3.804, -10.810, 3.882], [-2.639, -9.641, 4.320], [-1.115, -10.181, 1.398], [0.133, -11.096, 2.101], [-0.421, -9.770, 3.037], [-2.371, -12.399, 4.897], [-1.215, -11.133, 5.088], [-0.084, -13.495, 5.215], [0.463, -12.647, 3.732], [-0.705, -13.814, 3.675], [-1.621, -13.128, 1.824], [-2.793, -11.784, 1.223], [-3.195, -13.935, 3.381], [-3.791, -14.148, 1.823], [-5.437, -13.984, 4.476], [-6.162, -14.029, 2.854], [-6.450, -12.645, 3.910], [-4.612, 4.635, -6.531], [-3.443, 4.899, -7.473], [-3.560, 6.094, -8.485], [-3.930, 7.271, -7.582], [-2.151, 6.463, -9.078], [-1.497, 5.464, -9.999], [-4.573, 5.787, -9.603], [-5.060, 6.926, -10.424], [-4.063, 7.580, -11.158], [-4.550, 8.746, -11.861], [-4.241, 3.834, -5.892], [-5.529, 4.351, -7.047], [-4.885, 5.447, -5.858], [-3.280, 4.083, -8.177], [-2.470, 5.031, -7.000], [-5.010, 7.232, -7.435], [-3.750, 8.141, -8.213], [-3.346, 7.330, -6.663], [-1.595, 6.737, -8.182], [-2.180, 7.485, -9.454], [-0.453, 5.774, -10.043], [-1.948, 5.385, -10.988], [-1.448, 4.462, -9.573], [-5.403, 5.217, -9.187], [-4.055, 5.044, -10.208], [-5.680, 7.595, -9.828], [-5.803, 6.437, -11.055], [-5.328, 8.613, -12.613], [-3.700, 9.273, -12.293], [-4.992, 9.352, -11.071], [-7.531, -0.061, -0.094], [-7.755, 0.067, -1.593], [-8.276, -1.184, -2.281], [-9.594, -1.743, -1.625], [-8.562, -0.923, -3.787], [-9.264, 0.432, -4.058], [-7.369, -2.452, -2.115], [-5.876, -2.161, -2.290], [-5.557, -1.474, -3.491], [-4.162, -1.296, -3.717], [-8.494, -0.224, 0.391], [-7.108, 0.863, 0.302], [-6.753, -0.749, 0.236], [-6.889, 0.388, -2.171], [-8.511, 0.848, -1.679], [-9.403, -1.926, -0.567], [-9.787, -2.701, -2.108], [-10.390, -0.999, -1.650], [-9.191, -1.730, -4.164], [-7.596, -0.856, -4.287], [-10.277, 0.571, -3.679], [-9.267, 0.639, -5.128], [-8.730, 1.313, -3.703], [-7.667, -3.248, -2.797], [-7.433, -2.874, -1.112], [-5.334, -3.053, -1.974], [-5.711, -1.397, -1.529], [-3.636, -2.244, -3.828], [-3.755, -0.776, -2.850], [-4.116, -0.652, -4.595], [2.737, -2.010, 2.759], [1.201, -2.279, 2.754], [0.500, -1.396, 1.600], [0.991, -2.039, 0.265], [-1.052, -1.561, 1.755], [-1.576, -3.081, 1.784], [0.873, 0.092, 1.688], [0.325, 1.055, 0.607], [-1.113, 1.052, 0.636], [-1.685, 2.075, -0.202], [3.251, -2.105, 1.803], [3.239, -2.713, 3.423], [3.156, -1.040, 3.026], [0.831, -2.055, 3.754], [0.979, -3.317, 2.508], [2.038, -1.780, 0.106], [0.428, -1.501, -0.497], [0.799, -3.112, 0.300], [-1.562, -1.046, 0.941], [-1.166, -1.028, 2.699], [-2.643, -3.163, 1.995], [-1.190, -3.489, 2.718], [-1.164, -3.761, 1.039], [1.957, 0.185, 1.617], [0.573, 0.328, 2.708], [0.682, 0.720, -0.367], [0.706, 2.049, 0.842], [-2.709, 2.357, 0.042], [-1.645, 1.894, -1.277], [-1.214, 3.054, -0.112], [-3.505, -1.218, 7.538], [-3.671, 0.028, 8.457], [-4.534, 1.104, 7.745], [-5.965, 0.770, 7.779], [-4.296, 2.377, 8.717], [-4.713, 2.304, 10.188], [-3.980, 1.429, 6.283], [-4.263, 2.748, 5.680], [-5.678, 2.728, 5.467], [-6.098, 3.938, 4.840], [-2.889, -1.025, 6.660], [-4.482, -1.515, 7.158], [-3.041, -2.051, 8.067], [-2.665, 0.367, 8.702], [-4.154, -0.252, 9.393], [-6.585, 1.615, 7.479], [-6.141, 0.428, 8.799], [-6.228, -0.056, 7.118], [-4.927, 3.147, 8.274], [-3.245, 2.660, 8.651], [-4.749, 3.278, 10.676], [-3.952, 1.715, 10.700], [-5.698, 1.916, 10.449], [-4.352, 0.634, 5.637], [-2.900, 1.337, 6.399], [-3.610, 2.944, 4.830], [-4.014, 3.506, 6.422], [-5.392, 4.417, 4.162], [-6.417, 4.690, 5.562], [-7.019, 3.840, 4.266], [5.156, -7.520, 0.738], [5.842, -6.979, 2.058], [6.786, -7.907, 2.824], [7.310, -7.125, 4.068], [6.099, -9.235, 3.133], [7.111, -10.355, 3.637], [8.048, -8.154, 1.936], [8.546, -6.943, 1.136], [9.029, -5.872, 1.934], [9.668, -4.828, 1.249], [5.949, -8.032, 0.194], [4.784, -6.752, 0.059], [4.398, -8.290, 0.882], [5.103, -6.834, 2.846], [6.324, -6.001, 2.055], [8.097, -7.727, 4.523], [6.440, -7.038, 4.719], [7.725, -6.128, 3.919], [5.512, -9.551, 2.271], [5.447, -8.992, 3.972], [7.794, -9.961, 4.389], [7.756, -10.664, 2.814], [6.657, -11.193, 4.167], [7.690, -8.925, 1.254], [8.805, -8.657, 2.538], [7.833, -6.554, 0.409], [9.353, -7.243, 0.469], [10.075, -4.114, 1.965], [9.030, -4.293, 0.545], [10.391, -5.380, 0.648], [2.581, -4.361, -6.765], [2.464, -3.006, -5.986], [3.515, -1.866, -6.315], [3.276, -0.637, -5.479], [4.931, -2.463, -6.107], [5.225, -2.893, -4.673], [3.236, -1.492, -7.792], [4.260, -0.518, -8.451], [4.399, 0.696, -7.646], [3.348, 1.662, -7.800], [3.590, -4.767, -6.836], [2.239, -4.351, -7.800], [2.004, -5.151, -6.286], [2.649, -3.160, -4.923], [1.483, -2.535, -6.052], [3.209, -0.970, -4.443], [2.341, -0.188, -5.813], [4.185, -0.038, -5.537], [5.601, -1.649, -6.384], [4.971, -3.226, -6.885], [5.127, -2.081, -3.952], [6.209, -3.359, -4.610], [4.584, -3.726, -4.383], [2.195, -1.172, -7.843], [3.269, -2.336, -8.480], [3.999, -0.327, -9.492], [5.229, -1.012, -8.521], [2.388, 1.297, -7.434], [3.241, 1.985, -8.835], [3.565, 2.574, -7.243], [-1.321, 12.729, -0.833], [-2.086, 12.427, -2.103], [-2.459, 13.759, -2.768], [-1.264, 11.642, -3.136], [-3.340, 11.490, -1.725], [-3.059, 9.975, -1.596], [-2.003, 9.621, -0.716], [-0.915, 11.778, -0.489], [-1.957, 13.154, -0.057], [-0.394, 13.284, -0.977], [-2.773, 13.646, -3.805], [-1.569, 14.389, -2.742], [-3.162, 14.181, -2.050], [-1.796, 11.188, -3.971], [-0.822, 10.833, -2.555], [-0.410, 12.264, -3.408], [-4.047, 11.672, -2.534], [-3.801, 11.962, -0.857], [-2.957, 9.572, -2.604], [-3.991, 9.480, -1.322], [-2.203, 9.698, 0.220], [7.678, 1.734, 6.605], [8.803, 1.389, 5.556], [10.078, 1.197, 6.355], [8.495, 0.137, 4.742], [8.820, 2.544, 4.580], [9.429, 3.965, 5.040], [8.459, 4.620, 5.935], [8.095, 2.496, 7.264], [7.618, 0.889, 7.291], [6.741, 2.042, 6.142], [10.897, 1.023, 5.657], [9.908, 0.350, 7.020], [10.257, 2.069, 6.983], [8.421, -0.670, 5.471], [9.377, -0.013, 4.119], [7.605, 0.219, 4.119], [7.805, 2.727, 4.229], [9.514, 2.143, 3.841], [9.571, 4.641, 4.197], [10.413, 3.825, 5.488], [8.957, 4.959, 6.683], [3.769, 9.194, 0.731], [3.847, 7.891, 1.581], [4.537, 6.790, 0.852], [4.631, 8.232, 2.850], [2.427, 7.336, 1.940], [2.232, 6.569, 3.240], [3.124, 5.446, 3.440], [3.112, 8.879, -0.080], [4.792, 9.383, 0.406], [3.474, 9.972, 1.435], [4.821, 6.065, 1.614], [5.460, 7.159, 0.406], [3.920, 6.299, 0.099], [5.311, 9.051, 2.617], [5.047, 7.321, 3.281], [3.951, 8.731, 3.540], [1.847, 6.913, 1.119], [1.903, 8.267, 2.156], [1.187, 6.283, 3.358], [2.301, 7.172, 4.145], [2.889, 4.947, 4.225], [6.069, 0.768, -0.455]]}